C33H50BrCrF3N4OSi | ωB97M-V/def2-TZVPD

Cartesian coordinates (Å):
1 Br 1.0954 0.0943 0.4446
2 Cr -1.3236 -0.1140 0.8775
3 Si 3.9984 0.1464 0.5451
4 F -2.2106 6.8008 1.4610
5 F -0.0536 6.6532 1.3131
6 F -1.2625 6.7058 -0.4857
7 O -7.2997 -1.3563 -1.1185
8 N -1.3095 -2.2409 1.1556
9 N -5.8295 -0.9430 -2.7857
10 N -1.3825 1.9772 0.8469
11 N -3.3907 -0.0242 0.8530
12 C -4.0508 -0.3693 -0.2710
13 C -3.5292 -1.2266 -3.7037
14 C 5.6207 2.2394 1.2422
15 C 4.0028 -2.6942 0.6824
16 C -1.3081 4.7397 0.8051
17 C -6.1111 0.3992 0.6133
18 C 4.2771 -1.4372 1.5200
19 C -2.2689 -4.4029 0.7499
20 C 3.4136 -1.5350 2.7930
21 C 3.9384 1.4745 -1.9658
22 C 3.4076 -0.9390 -2.0518
23 C -2.3443 -3.0269 0.8038
24 C 5.7553 -0.2014 -1.5311
25 C -1.8489 4.0402 -0.2592
26 C -0.0262 -4.2334 1.5235
27 C -4.0840 0.5520 1.8457
28 C -6.5136 -3.2243 -3.5316
29 C -5.4376 0.8036 1.7518
30 C -5.4113 -0.2018 -0.4311
31 C -6.2528 -0.8690 -1.5083
32 C -0.1803 -2.8625 1.5407
33 C 5.7690 -1.4291 1.9320
34 C -1.0818 -5.0252 1.1018
35 C 4.1538 1.7911 1.4513
36 C -6.6682 -1.7214 -3.7137
37 C -4.6604 -0.2712 -3.3398
38 C -0.8384 4.0456 1.9084
39 C -1.2076 6.2530 0.7684
40 C 3.8883 1.6542 2.9579
41 C -1.8662 2.6609 -0.1965
42 C -0.8927 2.6678 1.8874
43 C 4.2564 0.1180 -1.3183
44 C 3.2149 2.8954 0.9301
45 H -3.5351 0.7844 2.7503
46 H 2.1662 2.6235 1.0493
47 H -7.7051 -1.4405 -3.5359
48 H -0.5108 2.0888 2.7194
49 H -5.9594 1.2706 2.5749
50 H 2.9617 -2.7503 0.3554
51 H -3.8277 -1.8861 -4.5182
52 H 2.8976 1.7646 -1.8130
53 H -0.9903 -6.1027 1.0672
54 H 3.9492 2.6490 3.4071
55 H -6.3959 -1.4177 -4.7240
56 H -7.1836 0.5131 0.5218
57 H -3.2456 -1.8601 -2.8594
58 H 3.4023 3.7982 1.5184
59 H 5.9624 -0.1663 -2.6037
60 H 2.3595 -1.3462 2.5892
61 H -4.9775 0.2595 -4.2393
62 H 6.4432 -1.3760 1.0742
63 H -7.1710 -3.7478 -4.2257
64 H 2.3412 -0.7931 -1.8845
65 H -2.6523 -0.6681 -4.0354
66 H -0.4181 4.5615 2.7606
67 H 0.6269 -2.2321 1.8785
68 H 2.8942 1.2544 3.1656
69 H 4.6482 -2.7625 -0.1919
70 H -2.2584 2.0791 -1.0216
71 H -3.1345 -4.9707 0.4392
72 H 3.3861 3.1456 -0.1122
73 H -4.3251 0.4896 -2.6366
74 H 3.5080 -2.5476 3.1951
75 H 6.4151 0.5224 -1.0458
76 H 3.6618 -1.9568 -1.7737
77 H 0.9139 -4.6657 1.8361
78 H -6.7979 -3.5108 -2.5200
79 H 3.5969 -0.8359 -3.1235
80 H 5.7858 3.1525 1.8197
81 H 4.5862 2.2728 -1.6045
82 H -3.2788 -2.5362 0.5810
83 H 4.1057 1.3862 -3.0421
84 H 4.6317 1.0323 3.4561
85 H 5.9855 -2.3606 2.4615
86 H 4.2137 -3.5692 1.3030
87 H -5.4889 -3.5483 -3.7211
88 H 6.0094 -0.6049 2.6063
89 H 5.8419 2.4659 0.1981
90 H 6.3432 1.4969 1.5913
91 H -3.4475 -0.8252 -1.0469
92 H 3.7342 -0.8493 3.5705
93 H 6.0223 -1.1993 -1.1785
94 H -2.2372 4.5553 -1.1263

The calculation puts the LUMO energy (alpha / beta) at -5.4 / -5.6 eV. The total charge is +2. The value obtained for the HOMO energy (alpha / beta) is -13.81 / -13.81 eV. The calculation puts the energy at -5788.9401 Eh. As for the expectation value of S²: 6.016. The calculation puts the energy relative to the best compared isomer or geometry (same formula, charge and spin) at 46.77 kJ/mol. As for the multiplicity: 5.